[1]
{
  "formula": "C26H42N2O6",
  "method": "wB97M-V/def2-TZVPD",
  "total_charge": 0,
  "lumo_energy_ev": -1.08,
  "homo_energy_ev": -9.5,
  "max_force_ha_per_bohr": 0.015,
  "smiles": "COCCCCCCC[C@]1(CCCCCCOC(C)=O)C[C@H](N)NC1=O.O=C1C=CC(=O)C=C1",
  "species": ["O", "O", "O", "O", "O", "O", "N", "N", "C", "C", "C", "C", "C", "C", "C", "C", "C", "C", "C", "C", "C", "C", "C", "C", "C", "C", "C", "C", "C", "C", "C", "C", "C", "C", "H", "H", "H", "H", "H", "H", "H", "H", "H", "H", "H", "H", "H", "H", "H", "H", "H", "H", "H", "H", "H", "H", "H", "H", "H", "H", "H", "H", "H", "H", "H", "H", "H", "H", "H", "H", "H", "H", "H", "H", "H", "H"],
  "xyz": [[3.375, 0.149, 0.486], [-2.481, 1.104, 1.145], [7.421, -1.094, 4.202], [5.257, 0.846, -0.444], [9.781, 2.501, 1.110], [-4.962, 2.020, -2.586], [-6.555, -0.787, -0.134], [-4.604, 0.704, 0.271], [9.839, 1.258, 3.107], [9.239, 1.675, 1.813], [0.350, -2.105, 2.160], [1.784, -1.539, 2.108], [1.930, -0.033, 2.394], [-0.738, -1.158, 1.667], [-3.566, 2.062, -2.814], [-3.294, 0.317, 0.730], [-1.877, -1.935, -2.911], [-5.519, -0.364, 0.779], [-4.610, -1.529, 1.251], [2.307, 0.812, 1.185], [-5.448, 3.183, -1.944], [3.240, 1.553, -1.495], [-3.196, -1.207, 0.737], [4.056, 0.868, -0.439], [-1.738, -1.667, -1.401], [-3.104, -1.723, -0.713], [-1.201, -0.873, -3.785], [7.363, 0.140, 2.195], [7.956, 1.043, 1.419], [-3.141, 0.770, -3.488], [-2.111, -1.847, 1.623], [-1.630, 0.560, -3.447], [9.247, 0.355, 3.883], [7.959, -0.275, 3.488], [-3.496, 0.755, -4.522], [-5.005, 4.086, -2.377], [6.425, -0.327, 1.920], [1.445, 0.969, 0.529], [-3.041, 2.163, -1.851], [-1.480, -2.920, -3.169], [-1.284, -0.690, -1.239], [-1.431, -1.069, -4.837], [2.656, 1.793, 1.519], [0.100, -2.465, 3.164], [-1.066, -2.407, -0.957], [9.663, 0.035, 4.830], [-6.025, 0.087, 1.634], [0.327, -2.996, 1.519], [2.703, 0.117, 3.153], [2.391, -2.077, 2.840], [-3.659, -0.030, -2.954], [3.839, 2.334, -1.958], [-3.481, -2.751, -0.740], [-0.476, -0.754, 0.689], [2.303, 1.952, -1.117], [-2.483, -1.893, 2.651], [-5.002, -2.460, 0.842], [-3.309, 2.938, -3.423], [-4.592, 0.757, -0.744], [-2.941, -1.965, -3.160], [7.526, 1.356, 0.476], [10.776, 1.732, 3.374], [-1.258, 0.851, -2.461], [-1.155, 1.235, -4.167], [2.216, -1.781, 1.137], [-0.828, -0.303, 2.336], [-0.114, -0.955, -3.678], [2.989, 0.804, -2.251], [-6.173, -0.998, -1.050], [-5.240, 3.153, -0.869], [-6.528, 3.217, -2.090], [-7.230, -0.042, -0.253], [1.011, 0.389, 2.801], [-3.781, -1.137, -1.343], [-1.988, -2.889, 1.307], [-4.634, -1.593, 2.340]]
}

---

[2]
{
  "formula": "C26H42N6PPdSi2Te2",
  "method": "wB97M-V/def2-TZVPD",
  "total_charge": 3,
  "multiplicity": 5,
  "lumo_energy_ev": [-6.88, -9.97],
  "e_above_lowest_kcal_mol": 20.0,
  "homo_energy_ev": [-15.9, -16.3],
  "max_force_ha_per_bohr": 0.004,
  "species": ["Te", "Te", "Pd", "P", "Si", "Si", "N", "N", "N", "N", "N", "N", "C", "C", "C", "C", "C", "C", "C", "C", "C", "C", "C", "C", "C", "C", "C", "C", "C", "C", "C", "C", "C", "C", "C", "C", "C", "C", "H", "H", "H", "H", "H", "H", "H", "H", "H", "H", "H", "H", "H", "H", "H", "H", "H", "H", "H", "H", "H", "H", "H", "H", "H", "H", "H", "H", "H", "H", "H", "H", "H", "H", "H", "H", "H", "H", "H", "H", "H", "H"],
  "xyz": [[-0.991, -1.457, -2.720], [1.424, 3.433, -0.248], [-0.399, -2.248, -0.225], [0.678, -5.207, 1.266], [3.849, 5.781, -0.194], [-1.728, 4.561, -0.259], [-1.414, -4.139, -0.298], [1.444, -3.257, -0.626], [0.414, -3.758, 3.666], [2.913, -4.863, -0.418], [-1.679, -6.266, 0.135], [-0.083, -2.565, 1.894], [3.576, -6.107, -0.013], [-2.747, -5.874, -0.620], [2.368, 5.019, -1.211], [-2.575, -4.547, -0.888], [1.727, -4.386, 0.019], [-4.975, 0.048, -3.296], [3.147, 6.357, 1.433], [3.387, -4.009, -1.372], [-3.661, -0.350, -3.478], [0.783, -4.879, 4.534], [2.466, -3.011, -1.497], [-0.068, 4.520, 0.732], [0.031, -2.526, 4.109], [0.331, -3.757, 2.317], [5.087, 4.410, 0.038], [-2.894, 5.596, 0.740], [-0.278, -1.790, 3.003], [4.472, 7.168, -1.251], [-1.454, -7.625, 0.635], [-1.362, 5.280, -1.937], [-2.936, -0.856, -2.392], [-5.565, -0.053, -2.042], [-4.846, -0.553, -0.958], [-0.881, -5.192, 0.318], [-3.537, -0.956, -1.129], [-2.297, 2.780, -0.406], [-3.104, 2.699, -1.138], [-1.498, 2.110, -0.739], [3.707, 7.929, -1.416], [1.605, 5.779, -1.386], [5.317, 7.655, -0.758], [-0.575, -8.059, 0.164], [5.427, 4.005, -0.918], [-5.316, -0.631, 0.014], [-3.207, -3.881, -1.450], [-2.541, 6.625, 0.827], [-2.323, -8.227, 0.386], [-3.529, -6.558, -0.901], [0.323, 5.528, 0.876], [0.011, -2.278, 5.157], [-0.079, -5.519, 4.711], [5.969, 4.792, 0.557], [-2.984, -1.353, -0.282], [-3.028, 5.198, 1.747], [-3.876, 5.627, 0.262], [-6.593, 0.254, -1.906], [2.755, 5.539, 2.043], [3.394, -6.296, 1.041], [3.935, 6.836, 2.019], [4.644, -5.995, -0.172], [2.487, -2.152, -2.146], [4.324, -4.178, -1.874], [-0.222, 4.054, 1.707], [1.134, -4.479, 5.481], [-0.929, 6.280, -1.864], [-0.620, -0.772, 2.947], [1.584, -5.454, 4.077], [-5.541, 0.433, -4.133], [4.819, 6.814, -2.223], [3.207, -6.939, -0.609], [2.739, 4.644, -2.166], [4.695, 3.589, 0.644], [-3.205, -0.273, -4.457], [-0.687, 4.658, -2.532], [2.358, 7.101, 1.299], [-2.288, 5.379, -2.508], [-1.331, -7.613, 1.715], [-2.681, 2.409, 0.547]]
}

---

[3]
{
  "formula": "C26H42O19S",
  "method": "wB97M-V/def2-TZVPD",
  "total_charge": 0,
  "lumo_energy_ev": -0.23,
  "e_above_lowest_kcal_mol": 115.9,
  "homo_energy_ev": -9.4,
  "max_force_ha_per_bohr": 0.130,
  "species": ["S", "O", "O", "O", "O", "O", "O", "O", "O", "O", "O", "O", "O", "O", "O", "O", "O", "O", "O", "O", "C", "C", "C", "C", "C", "C", "C", "C", "C", "C", "C", "C", "C", "C", "C", "C", "C", "C", "C", "C", "C", "C", "C", "C", "C", "C", "H", "H", "H", "H", "H", "H", "H", "H", "H", "H", "H", "H", "H", "H", "H", "H", "H", "H", "H", "H", "H", "H", "H", "H", "H", "H", "H", "H", "H", "H", "H", "H", "H", "H", "H", "H", "H", "H", "H", "H", "H", "H"],
  "xyz": [[-1.534, -0.364, -1.770], [-1.768, -2.182, 5.078], [4.985, 0.470, -0.973], [1.967, 2.994, 3.709], [-1.556, 2.651, 2.414], [-0.079, -0.151, -2.260], [0.954, 1.076, 3.445], [-2.202, -1.642, 2.903], [-2.229, 2.029, -6.756], [-3.099, -0.478, 4.753], [6.233, 0.065, -2.843], [-0.109, 2.061, -7.033], [4.093, -3.138, -5.563], [4.050, -0.426, -2.738], [2.024, -2.765, -5.895], [3.428, -3.285, -7.784], [-3.643, 2.811, 1.815], [2.991, 0.915, 4.072], [-1.180, 4.000, -6.972], [-2.079, 3.149, 0.251], [-4.756, 2.352, 3.902], [0.600, -0.001, -6.011], [-2.110, -1.715, 6.352], [3.074, -0.438, -1.759], [1.969, 1.762, 3.662], [2.217, -2.482, -4.478], [-1.243, 2.820, -6.914], [-0.467, 0.667, -6.899], [2.736, -0.450, 3.817], [-1.888, 0.685, -6.323], [-3.627, 2.976, 3.168], [1.243, -0.281, 3.469], [3.125, 1.229, 0.237], [-2.237, 2.409, 3.580], [-2.436, 2.957, 1.414], [5.207, 0.002, -2.162], [-4.115, -0.418, 6.924], [3.161, -3.112, -6.561], [-2.449, 1.141, -2.212], [-2.406, -1.477, 4.137], [-2.822, -0.358, 6.103], [1.010, -2.957, -3.616], [3.801, 0.014, -0.420], [3.408, -3.413, -4.408], [2.910, -1.337, 5.075], [-1.418, -0.087, -0.005], [-4.489, 0.585, 7.131], [-0.400, 0.214, 0.242], [0.687, -1.006, 4.063], [-4.606, 2.084, 4.948], [-3.774, 4.054, 3.236], [0.241, -2.191, -3.522], [-5.035, 1.406, 3.437], [2.107, -1.134, 5.783], [-2.240, 0.572, -5.298], [-2.150, 0.670, 0.276], [1.458, -0.140, -6.667], [-4.006, -0.672, 7.979], [0.277, -0.997, -5.705], [-2.510, 0.097, -6.999], [-2.073, 0.425, 6.222], [0.697, -3.916, -4.029], [2.368, 1.023, 0.993], [-4.851, -1.111, 6.517], [-2.156, 1.347, 3.814], [2.374, -1.406, -4.560], [2.232, 0.249, -1.842], [-2.690, 1.085, -3.273], [-1.718, 1.921, -1.997], [2.484, 1.798, -0.436], [-2.849, -2.342, 6.850], [2.912, -2.333, 4.633], [4.105, -0.843, 0.182], [4.027, -3.272, -3.522], [-3.459, 1.125, -1.803], [3.880, -1.105, 5.515], [3.891, 1.933, 0.563], [2.522, -1.374, -1.842], [-1.828, 2.972, 4.419], [1.163, -0.634, 2.441], [-5.613, 3.024, 3.947], [-0.468, 0.237, -7.901], [3.374, -0.706, 2.971], [3.051, -4.443, -4.403], [-1.708, -1.048, 0.418], [1.346, -3.185, -2.605], [0.889, 0.400, -5.039], [-1.193, -1.643, 6.938]]
}

---

Number 1: E -1576.814305 a.u.. Number 2: E -2927.874739 a.u.. Number 3: E -2843.537655 a.u..